#i
Entry from OMol25: a single C6H13NS molecule (ωB97M-V/def2-TZVPD).

Last column: natural (NBO) charge in e.
Atoms and positions in Å:
C1 0.272 2.021 1.255  -0.621
C2 -0.184 0.756 0.530  -0.115
S1 -0.572 1.172 -1.189  -0.066
C3 -1.417 -0.043 1.109  -0.412
C4 -0.685 -1.365 0.996  -0.426
C5 0.609 -0.592 0.670  -0.228
C6 1.593 -1.174 -0.439  -0.225
N1 0.802 -1.767 -1.483  -0.843
H1 0.496 1.736 2.274  0.211
H2 1.239 2.327 0.765  0.216
H3 -0.516 2.740 1.188  0.224
H4 -0.791 -0.081 -1.555  0.148
H5 -2.334 0.113 0.569  0.214
H6 -1.628 0.168 2.167  0.197
H7 -1.077 -1.939 0.118  0.208
H8 -0.767 -1.964 1.920  0.211
H9 1.194 -0.500 1.608  0.205
H10 2.373 -1.841 0.016  0.175
H11 2.089 -0.293 -0.840  0.201
H12 0.637 -2.750 -1.262  0.359
H13 1.485 -1.728 -2.294  0.365

Properties
- 2S+1 = 1
- orbital gap (eV) = 9.33

#ii
Entry from OMol25: a single C6H13NS molecule (ωB97M-V/def2-TZVPD).

Last column: natural (NBO) charge in e.
Atoms and positions in Å:
C1 2.761 -0.586 -2.740  -0.423
C2 1.751 -0.772 -1.901  -0.034
N1 0.658 0.169 -1.713  -0.638
C3 1.113 0.686 -0.436  -0.182
S1 0.543 -0.910 1.020  -0.008
C4 -0.349 0.268 2.055  -0.539
C5 -1.690 0.768 1.500  -0.408
C6 -2.609 -0.400 1.137  -0.622
H1 2.775 0.201 -3.494  0.208
H2 3.458 -1.412 -2.850  0.204
H3 1.625 -1.787 -1.517  0.192
H4 -0.219 -0.337 -1.636  0.381
H5 0.394 1.428 -0.086  0.184
H6 2.079 1.189 -0.469  0.219
H7 -0.521 -0.283 2.986  0.221
H8 0.316 1.113 2.269  0.217
H9 -1.525 1.360 0.593  0.192
H10 -2.108 1.430 2.272  0.206
H11 -2.055 -1.008 0.420  0.214
H12 -3.515 -0.039 0.645  0.209
H13 -2.881 -1.079 1.944  0.206

Properties
- 2S+1 = 1
- orbital gap (eV) = 9.18

Which is most stable, and by how much? #i, by 1.462 eV.

#i
Entry from OMol25: 15 unconnected molecules or ions with the total composition H32NO14 (ωB97M-V/def2-TZVPD).

Last column: natural (NBO) charge in e.
Atoms and positions in Å:
N1 0.434 0.390 0.197  -0.822
H1 -0.373 0.919 0.011  0.463
H2 0.278 -0.462 0.500  0.411
H3 0.976 0.806 0.871  0.437
H4 0.921 0.364 -0.702  0.473
O1 3.534 -0.689 0.164  -0.949
H5 3.147 -1.142 0.911  0.457
H6 3.704 -1.280 -0.554  0.477
O2 -3.241 2.126 1.044  -0.953
H7 -2.476 1.760 1.509  0.490
H8 -3.762 1.380 0.849  0.464
O3 0.183 -0.114 -3.172  -0.976
H9 -0.607 0.310 -2.805  0.492
H10 0.128 -0.995 -2.864  0.492
O4 -0.417 -2.524 -1.925  -0.952
H11 0.250 -2.670 -1.251  0.471
H12 -0.800 -3.379 -2.023  0.485
O5 -2.091 0.026 -1.256  -1.003
H13 -2.340 -0.560 -0.524  0.504
H14 -2.904 0.515 -1.493  0.482
O6 -2.718 -2.060 0.415  -0.991
H15 -2.010 -2.108 1.056  0.489
H16 -3.607 -2.335 0.771  0.501
O7 1.593 2.568 -1.795  -0.979
H17 2.171 2.335 -2.554  0.497
H18 2.114 2.588 -1.001  0.478
O8 -1.430 2.977 -0.794  -0.964
H19 -1.555 2.656 -1.682  0.477
H20 -2.192 2.621 -0.378  0.491
O9 -0.828 -1.828 2.302  -0.955
H21 -0.200 -2.560 2.365  0.482
H22 -1.393 -2.004 3.075  0.503
O10 2.219 -1.013 2.561  -0.917
H23 3.088 -1.405 2.735  0.479
H24 1.798 -1.894 2.526  0.456
O11 0.502 4.035 0.741  -0.979
H25 -0.107 3.707 0.084  0.496
H26 0.028 4.112 1.577  0.465
O12 -1.536 0.946 2.694  -0.953
H27 -0.984 0.199 2.806  0.484
H28 -2.068 0.936 3.488  0.493
O13 1.307 -2.577 0.448  -0.962
H29 0.768 -3.318 0.683  0.477
H30 2.192 -2.897 0.374  0.497
O14 2.979 0.460 -3.021  -0.989
H31 2.037 0.333 -3.045  0.498
H32 3.310 0.746 -3.902  0.485

Properties
- 2S+1 = 1
- charge = +1
- orbital gap (eV) = 9.03

#ii
Entry from OMol25: 15 unconnected molecules or ions with the total composition H32NO14 (ωB97M-V/def2-TZVPD).

Last column: natural (NBO) charge in e.
Atoms and positions in Å:
N1 -0.138 -0.009 0.007  -0.879
H1 -0.913 0.211 0.585  0.440
H2 0.113 -0.980 0.190  0.490
H3 0.554 0.658 0.305  0.460
H4 -0.325 0.086 -1.019  0.454
O1 -1.979 2.354 -1.676  -0.955
H5 -2.416 2.859 -2.384  0.481
H6 -1.055 2.459 -1.902  0.483
O2 -2.015 -0.235 -2.785  -0.997
H7 -2.884 -0.360 -3.219  0.497
H8 -2.077 0.725 -2.593  0.499
O3 -2.418 1.016 2.628  -0.996
H9 -2.415 1.960 2.381  0.505
H10 -3.094 0.851 3.325  0.513
O4 2.384 -2.061 -0.207  -0.992
H11 2.156 -1.842 0.704  0.476
H12 2.559 -1.208 -0.636  0.465
O5 1.265 3.004 0.693  -0.958
H13 1.377 3.847 0.297  0.481
H14 1.075 3.262 1.581  0.491
O6 1.316 -1.599 2.336  -0.975
H15 1.406 -0.727 2.600  0.497
H16 1.931 -2.149 2.899  0.501
O7 0.392 0.952 3.392  -0.963
H17 0.560 0.487 4.232  0.484
H18 -0.510 0.860 3.264  0.478
O8 -2.630 -1.867 -0.597  -0.978
H19 -3.197 -2.565 -0.894  0.491
H20 -2.253 -1.362 -1.315  0.492
O9 -1.634 -1.690 2.670  -0.992
H21 -0.679 -1.821 2.748  0.500
H22 -1.939 -0.765 2.729  0.474
O10 -0.575 -3.484 0.488  -0.966
H23 -0.979 -3.955 1.216  0.469
H24 -1.317 -2.990 0.111  0.481
O11 0.327 1.778 -3.059  -0.947
H25 0.923 2.462 -2.724  0.491
H26 -0.197 2.163 -3.741  0.479
O12 2.809 0.929 1.508  -0.966
H27 3.629 0.654 1.074  0.477
H28 2.655 1.769 1.124  0.482
O13 2.739 0.109 -1.634  -0.968
H29 2.296 -0.423 -2.299  0.507
H30 3.682 0.063 -1.971  0.488
O14 0.641 -1.163 -3.115  -0.969
H31 -0.162 -0.749 -3.367  0.491
H32 1.010 -1.495 -3.946  0.484

Properties
- 2S+1 = 1
- charge = +1
- orbital gap (eV) = 9.40

Which is most stable, and by how much? #ii, by 0.940 eV.

#i
Entry from OMol25: 2 unconnected molecules or ions with the total composition H3N2O3S (ωB97M-V/def2-TZVPD).

Last column: natural (NBO) charge in e.
Atoms and positions in Å:
N1 2.323 0.452 0.431  -0.347
N2 1.456 0.046 -0.402  -0.383
O1 -0.801 -0.470 1.440  -0.959
O2 -0.763 -1.513 -0.780  -0.961
O3 -2.579 1.220 -0.479  -1.147
S1 -0.604 -0.295 -0.016  1.765
H1 -2.839 0.351 -0.143  0.394
H2 2.170 -0.282 1.242  0.301
H3 1.638 0.491 -1.292  0.337

Properties
- 2S+1 = 1
- charge = -1
- orbital gap (eV) = 6.46

#ii
Entry from OMol25: a molecular structure, H3N2O3S (ωB97M-V/def2-TZVPD).

Last column: natural (NBO) charge in e.
Atoms and positions in Å:
N1 2.470 2.037 1.683  -0.334
N2 2.336 0.806 1.134  -0.304
O1 -3.188 -0.669 -0.813  -1.062
O2 -1.356 -2.760 -0.645  -0.987
O3 -0.940 -1.116 -2.388  -0.979
S1 -1.151 -1.332 -1.003  1.629
H1 -2.888 0.168 -0.658  0.407
H2 3.394 2.351 1.468  0.302
H3 1.323 0.515 1.221  0.327

Properties
- 2S+1 = 1
- charge = -1
- orbital gap (eV) = 6.53

Which is most stable, and by how much? #ii, by 1.156 eV.